Entry 1:
C8H12N2O2 as an isolated structure at a distorted geometry, computed with ωB97M-V with the def2-TZVPD basis set.

The geometry in XYZ format:
```
24
Properties=species:S:1:pos:R:3:forces:R:3:nbo_charge:R:1
C -2.337 -0.459 0.683 0.7289 -2.0872 -0.0747 -0.2912
C -1.460 -0.708 -0.562 -1.2652 1.5914 -2.5959 -0.3610
C 0.071 -0.245 -0.381 -6.0223 -0.5989 -1.0470 -0.1338
C 0.942 -1.254 -0.329 3.4323 -3.9260 -0.0636 -0.2332
C 2.304 -1.050 -0.109 1.7788 3.4452 1.0666 0.2600
C 2.708 0.348 0.236 -3.4025 -2.4779 -2.8754 0.2780
C 1.689 1.359 0.043 3.0494 -0.1593 1.2396 -0.3367
C 0.316 1.087 -0.248 1.6231 1.5442 1.2341 0.1664
H -4.236 -0.553 1.354 1.0549 -1.5961 -3.7445 0.3485
H -4.212 0.111 -0.417 1.8467 -3.9152 2.7175 0.3083
H -1.836 -1.225 1.391 -1.4198 1.3416 -0.1803 0.1999
H -2.361 0.600 1.083 0.7061 -1.3750 -0.4898 0.2089
H -1.575 -1.917 -1.062 0.2184 4.0122 1.6641 0.2561
H -2.188 0.188 -1.309 2.4946 -2.8593 0.9598 0.1336
H 0.674 -2.360 -0.472 0.0120 1.8954 0.1431 0.2287
H 4.017 -2.361 -0.220 2.9074 0.0426 -2.0756 0.5259
H 4.057 1.564 0.466 0.6348 0.5102 0.1220 0.4734
H 2.277 2.307 0.297 -2.0381 -0.2944 -0.6329 0.1869
H -0.119 3.010 -0.214 -2.5123 -1.4048 -0.7556 0.4073
H -1.553 1.785 -0.790 2.0564 1.7796 0.8384 0.4133
N -3.741 -0.918 0.326 -2.3883 5.7081 2.1482 -0.7831
N -0.700 2.105 -0.214 1.8494 -0.8303 -0.3780 -0.8553
O 3.229 -2.026 0.065 -4.4797 -0.3130 2.4736 -0.7499
O 4.035 0.611 0.383 -0.8652 -0.0331 0.3061 -0.6511
```
Forces are in eV/Å.

## Properties
gap between HOMO and LUMO	0.3049	Ha
energy above the lowest of the compared OMol25 structures with the same formula, charge and spin	165.8	kcal per mole

Entry 2:
One molecule with the formula C8H12N2OS at a distorted geometry, computed with ωB97M-V with the def2-TZVPD basis set.

The geometry in XYZ format:
```
24
Properties=species:S:1:pos:R:3:forces:R:3:mulliken_spin:R:1
C 3.883 1.674 -0.108 -1.0609 0.2281 0.3910 0.0233
C 3.338 0.463 -0.314 -1.9862 1.5490 0.8058 0.0355
C 1.829 1.938 0.441 -0.6775 -1.9578 -0.2347 0.0788
C 0.988 -0.249 -0.330 0.6709 0.0763 0.6641 0.5601
C -1.379 -1.987 0.417 1.5253 -2.4135 0.5278 0.0085
C -2.308 0.149 1.249 -2.4625 -1.1574 -0.5190 0.0097
C -2.063 -0.241 -1.269 -1.5203 1.4443 -3.6702 0.0205
C -1.568 -0.567 0.088 2.5522 2.0440 0.2199 -0.0139
N 2.933 2.572 0.360 2.2185 0.9695 0.2332 0.0503
N 2.006 0.610 0.046 -0.4222 0.2599 -0.4588 -0.0169
O -0.182 0.096 0.138 -2.6419 0.9956 1.2665 0.1109
S 1.346 -1.501 -1.373 0.2610 -1.4293 -1.3226 1.1149
H 4.907 1.812 -0.235 1.3548 1.0765 -0.1383 0.0041
H 3.647 -0.343 -0.866 0.9345 -1.9216 -0.7410 0.0007
H 0.867 2.257 0.803 0.0603 0.2232 -0.0696 0.0069
H -1.205 -1.995 1.513 -0.0289 -0.5052 -0.5913 0.0000
H -2.276 -2.601 0.188 0.5873 0.3635 0.0984 -0.0029
H -0.419 -2.483 -0.043 -1.9553 0.9041 0.4944 0.0115
H -1.764 0.756 1.999 0.0410 -0.5277 -0.8772 -0.0032
H -2.810 -0.732 1.755 0.4283 1.2788 0.0416 -0.0012
H -3.185 0.705 0.809 1.0823 -0.0930 0.5904 0.0019
H -2.089 0.887 -1.516 -0.3099 -1.5304 1.0664 -0.0021
H -1.433 -0.534 -2.139 0.2630 -0.5026 1.0318 0.0059
H -3.063 -0.685 -1.615 1.0860 0.6258 1.1915 -0.0033
```
Forces are in eV/Å.

## Properties
<S²>	2.009
multiplicity	3
gap between HOMO and LUMO (alpha / beta)	0.2258 / 0.2208	Ha
energy above the lowest of the compared OMol25 structures with the same formula, charge and spin	0.0	kcal per mole

Entry 3:
An isolated ion of composition C8H12N3 and charge +1 at a distorted geometry, computed with ωB97M-V with the def2-TZVPD basis set.

The geometry in XYZ format:
```
23
Properties=species:S:1:pos:R:3:forces:R:3:mulliken_spin:R:1
C -3.136 -0.834 0.015 0.9120 -1.7890 -0.0497 0.0639
C -3.385 0.527 0.019 -0.1432 1.9534 -0.0368 0.2320
C -1.852 -1.347 -0.049 -0.7587 -1.1039 -0.0879 0.0624
C -2.324 1.444 -0.030 -1.1728 -1.0646 0.3732 -0.1490
C -0.759 -0.466 -0.119 0.6335 -1.2131 -0.2940 0.3592
C -1.134 0.839 -0.089 2.4382 3.3308 -0.2917 0.8331
C 1.951 0.202 1.369 -0.0401 0.0717 0.9766 0.0065
C 2.761 -0.219 -0.904 0.6352 -0.3200 -0.6361 0.0050
N 0.554 -0.845 -0.305 -2.0037 -0.1850 0.8133 0.2898
N 1.155 1.461 -0.368 -0.6762 0.9784 0.5507 0.2967
N 1.593 0.204 -0.068 0.5700 0.6774 -0.9252 -0.0190
H -3.969 -1.521 0.056 0.0152 -0.0749 0.0260 0.0031
H -4.392 0.913 0.053 -0.2747 -0.1799 -0.0385 0.0088
H -1.670 -2.410 -0.068 -0.2191 -0.2678 0.0747 0.0057
H -2.478 2.508 -0.008 0.0418 0.2344 -0.0253 0.0237
H 2.701 0.975 1.536 -0.0878 -0.1394 -0.2247 0.0001
H 1.068 0.455 1.956 0.0030 -0.0117 -0.2296 -0.0030
H 2.337 -0.768 1.670 0.0242 -0.1309 -0.1121 0.0032
H 2.591 -1.209 -1.321 0.0133 -0.0355 0.1129 0.0012
H 2.881 0.487 -1.724 -0.1763 -0.0316 0.1548 0.0023
H 3.673 -0.216 -0.315 -0.0905 0.0511 0.1266 -0.0005
H 0.821 -1.749 0.064 0.0180 -0.3136 -0.1217 -0.0102
H 1.014 1.567 -1.370 0.3387 -0.4361 -0.1356 -0.0152
```
Forces are in eV/Å.

## Properties
<S²>	2.031
multiplicity	3
gap between HOMO and LUMO (alpha / beta)	0.2957 / 0.1978	Ha
total charge	+1
energy above the lowest of the compared OMol25 structures with the same formula, charge and spin	90.8	kcal per mole

Entry 4:
A 2-piece molecular cluster, C8H12N3O overall at a distorted geometry, computed with ωB97M-V with the def2-TZVPD basis set.

The geometry in XYZ format:
```
24
Properties=species:S:1:pos:R:3:forces:R:3:nbo_charge:R:1
C 1.911 -1.742 1.576 2.0140 -0.0823 -0.6476 -0.2471
C 1.987 -1.755 0.154 0.3915 -0.4633 0.0051 -0.2147
C -0.069 -0.202 1.481 3.4201 -3.5785 0.1712 -0.2852
C -0.006 -0.385 0.111 1.0729 -0.5835 0.9559 0.0783
C 0.940 -0.966 2.271 -0.1013 0.9908 -3.2159 0.2048
C 1.014 -1.113 -0.583 -1.9001 0.6560 2.8018 0.2366
C -0.425 0.067 -1.990 3.1940 -4.9641 0.1275 0.6600
C -0.710 0.332 -3.348 -3.0408 2.3469 -0.8762 -0.7222
N -0.835 0.245 -0.822 0.3123 0.8272 1.7078 -0.4929
N 1.046 -0.711 3.578 -1.6529 0.4570 -1.6083 -0.7613
N -2.071 2.453 -0.186 -0.6829 -1.3293 -1.0544 -1.0349
O 0.769 -1.086 -1.874 -2.5379 3.5568 -2.1565 -0.4378
H 2.863 -2.225 2.080 -2.4350 1.0333 -0.6060 0.2441
H 2.807 -2.234 -0.433 -0.6994 0.1715 0.9755 0.2477
H -0.832 0.224 2.027 -1.5890 1.3333 0.7353 0.2147
H -1.326 -0.413 -3.843 -0.2912 -0.4029 0.3625 0.2910
H 0.210 0.255 -3.821 1.6725 0.5891 -1.3270 0.2850
H -1.302 1.337 -3.487 1.5231 -1.7161 0.1680 0.2591
H -1.419 1.143 -0.357 -0.5663 0.1353 -1.1299 0.4563
H 1.747 -1.032 4.121 2.4448 -1.3010 1.9117 0.3984
H 0.277 -0.282 3.978 -1.2682 0.8622 1.3058 0.3840
H -2.450 2.632 -1.134 0.3598 0.1747 0.9887 0.4030
H -1.284 3.039 0.020 -0.1601 0.7498 0.4066 0.4131
H -2.842 2.418 0.480 0.5199 0.5372 -0.0017 0.4199
```
Forces are in eV/Å.

## Properties
gap between HOMO and LUMO	0.2656	Ha
total charge	+1
energy above the lowest of the compared OMol25 structures with the same formula, charge and spin	37.1	kcal per mole

Entry 5:
A 2-piece molecular cluster, C8H12N3OPS overall at a distorted geometry, computed with ωB97M-V with the def2-TZVPD basis set.

The geometry in XYZ format:
```
26
Properties=species:S:1:pos:R:3:forces:R:3:nbo_charge:R:1
C 3.637 -1.204 0.388 0.5952 -0.1779 -1.3800 -0.9417
P 2.598 0.021 1.423 -0.4736 0.4015 0.7862 0.7335
C 2.849 1.820 0.725 -0.7358 0.4164 -0.6410 -0.9231
C 0.719 -0.295 1.284 -4.1100 -0.7989 0.3098 -0.3935
C -0.219 -0.526 2.644 -0.3697 0.2182 -4.3814 -0.1428
C -1.858 -0.753 2.554 1.5304 0.4255 -4.5126 -0.3061
C -2.580 -0.764 1.047 1.8149 0.2634 2.8280 0.2170
N -4.077 -0.987 1.028 2.4728 1.8291 -1.6552 -0.8156
C -1.666 -0.569 -0.334 0.9009 0.0741 -0.9250 0.0699
N -2.149 -0.593 -1.772 4.3425 0.5451 4.0330 -0.5734
S -0.703 -0.330 -2.746 -0.4598 -0.1742 4.8810 0.7893
N 0.589 -0.142 -1.586 -4.6184 -1.1401 3.6030 -0.5867
C -0.049 -0.327 -0.195 -1.1124 -0.0585 -1.3143 0.1376
H 4.556 -0.579 -0.042 -2.0190 -1.3014 0.8330 0.2397
H 4.108 -2.015 1.096 -1.2152 1.5676 -1.3835 0.2469
H 3.052 -1.694 -0.520 1.3453 0.9648 1.9211 0.2464
H 1.881 2.208 0.152 2.1707 -0.9024 1.0651 0.2420
H 2.977 2.499 1.671 0.0022 -1.2981 -1.9386 0.2415
H 3.779 1.846 0.007 -1.8265 0.1069 1.5208 0.2380
H 0.367 -0.514 3.665 -1.4469 -0.0327 -2.2702 0.2523
H -2.546 -0.929 3.501 1.7209 0.4371 -2.2751 0.2497
H -4.585 -0.412 1.735 0.9799 -0.6604 -0.5748 0.3894
H -4.425 -0.653 0.082 0.5355 -0.7338 1.4710 0.3894
O -2.275 1.980 -5.281 0.2410 -0.4383 -0.0132 -0.9329
H -2.311 1.303 -4.588 -0.0449 0.2900 -0.1868 0.4661
H -1.670 1.608 -5.940 -0.2202 0.1770 0.1996 0.4672
```
Forces are in eV/Å.

## Properties
SMILES string	CP(C)c1ccc(N)c2nsnc12.O
gap between HOMO and LUMO	0.2356	Ha

Entry 6:
An isolated ion of composition C8H12N3S and charge +1 at a distorted geometry, computed with ωB97M-V with the def2-TZVPD basis set.

The geometry in XYZ format:
```
24
Properties=species:S:1:pos:R:3:forces:R:3:mulliken_spin:R:1
C -0.683 2.701 -2.017 -0.0282 -1.3417 -0.1412 0.5448
C -0.777 2.717 -0.606 0.0522 -2.3770 1.1642 0.1102
C -0.334 1.569 -2.776 0.6006 -2.9099 0.8214 -0.0011
C -0.732 1.544 0.055 0.9355 1.1420 0.9307 0.1574
C -0.250 0.372 -2.080 0.5980 1.1289 -1.8250 0.3658
C -0.581 0.323 -0.667 -0.1476 -0.0735 0.4237 0.3047
C 0.471 -1.221 1.047 0.8482 0.4258 -1.3865 0.1490
C -0.670 -0.923 0.080 -1.6909 -2.1513 1.5722 0.0976
N 0.451 -1.197 2.356 -2.5119 0.0527 -0.1030 0.0364
N 3.009 -1.916 1.440 -0.3512 1.6487 -0.9472 0.0002
N -1.863 -1.174 0.935 1.8908 -0.1976 0.0814 0.0744
S 1.916 -1.542 0.145 0.1170 -0.4458 1.2818 0.0420
H -0.903 3.566 -2.464 -0.6501 3.2014 -1.9901 0.0371
H -0.864 3.627 -0.112 -0.0138 1.4323 0.8261 0.0061
H -0.079 1.594 -3.843 -0.2135 0.2096 0.5802 0.0025
H -0.503 1.445 1.117 -0.6900 0.5686 0.0720 0.0250
H 0.179 -0.528 -2.499 -0.2228 -0.0026 -0.4144 0.0462
H -0.713 -1.753 -0.590 0.5340 -0.6391 -0.8291 0.0088
H 1.341 -1.342 2.738 1.4038 -0.0763 1.2771 -0.0031
H 2.865 -2.788 1.872 -0.3760 -1.5279 0.1984 0.0025
H 3.941 -1.895 1.057 0.2996 0.2338 0.0773 0.0002
H -0.424 -1.248 2.969 1.6083 0.1687 -1.6574 0.0011
H -2.655 -1.605 0.553 -0.9108 -0.7683 -1.2177 -0.0051
H -2.143 -0.325 1.289 -1.0812 2.2983 1.2051 -0.0027
```
Forces are in eV/Å.

## Properties
<S²>	2.014
multiplicity	3
gap between HOMO and LUMO (alpha / beta)	0.1743 / 0.2490	Ha
total charge	+1
energy above the lowest of the compared OMol25 structures with the same formula, charge and spin	0.0	kcal per mole

The evaluated total energy for the records listed, in turn: -571.80910, -894.80265, -475.79821, -551.25351, -1290.71008, -874.07876 a.u..